[1]
Formula: C17H15BrNO6SSc
Source: the Open Molecules 2025 dataset
Level of theory: ωB97M-V/def2-TZVPD

The geometry in XYZ format:
```
42
Properties=species:S:1:pos:R:3:forces:R:3
Br 7.119 -1.235 -1.828 0.0 0.0 0.0
Sc 0.452 -0.759 -0.294 0.3 -0.1 0.0
S -0.262 1.695 -1.101 0.2 0.0 -0.7
O -2.296 1.554 1.918 -0.1 -0.1 0.2
O -0.159 -2.575 -0.460 -0.5 -0.9 1.0
O 0.982 2.390 -1.192 -0.1 0.2 -0.1
O -0.295 0.441 -1.931 0.1 0.6 0.4
O 0.237 -1.314 1.793 -0.3 -0.4 -0.2
O -0.489 -4.495 0.682 -0.1 -0.2 -0.1
N -0.641 1.168 0.358 0.1 0.1 0.2
C -0.429 -3.300 0.638 0.2 0.3 -0.9
C 2.588 -0.832 -0.664 -0.2 0.1 0.1
C -2.142 -1.910 1.811 -0.2 0.0 0.1
C -1.800 1.774 0.844 0.3 -0.2 -0.4
C -1.942 3.522 -2.454 -0.1 0.0 0.1
C -3.845 4.298 -1.163 0.1 0.0 -0.1
C 5.289 -1.079 -1.360 -0.1 0.0 0.0
C -3.079 4.309 -2.332 -0.1 0.0 0.1
C 3.010 -0.778 -1.993 0.1 0.0 -0.2
C 4.923 -1.138 -0.025 -0.1 0.0 -0.1
C 3.577 -1.019 0.301 0.2 0.0 0.1
C -2.371 2.712 -0.196 0.2 -0.1 0.0
C -0.725 -2.451 1.880 0.2 0.4 0.1
C -1.628 2.730 -1.365 -0.3 0.1 -0.1
C -3.496 3.501 -0.079 -0.1 0.1 0.0
C 4.344 -0.906 -2.358 0.0 0.0 0.1
C -0.482 -3.199 3.163 0.1 -0.1 0.2
H 2.291 -0.628 -2.792 0.0 0.0 0.0
H -2.369 -1.386 0.886 0.1 0.0 -0.2
H 0.561 -3.501 3.248 0.0 0.0 0.0
H 4.649 -0.863 -3.396 0.0 0.0 0.0
H -2.325 -1.216 2.634 0.0 0.0 0.0
H -4.726 4.924 -1.102 0.0 0.0 0.0
H -1.341 3.531 -3.353 0.0 0.0 0.0
H 5.675 -1.275 0.741 0.0 0.0 0.0
H -3.377 4.947 -3.154 0.0 0.0 0.0
H -0.748 -2.576 4.020 0.0 0.0 0.0
H -1.099 -4.095 3.175 0.0 0.0 0.0
H -0.027 -0.628 2.416 -0.1 0.2 0.1
H -2.839 -2.745 1.897 0.0 0.0 0.0
H -4.074 3.484 0.835 0.0 0.0 0.0
H 3.310 -1.078 1.352 0.0 0.0 0.0
```
Forces are in eV/Å.

Properties
strongest force on any atom	1.4	eV/A
net charge	0
highest occupied orbital energy	-0.3174	Ha

***

[2]
Formula: C17H15BrO3Y
Source: the Open Molecules 2025 dataset
Level of theory: ωB97M-V/def2-TZVPD

The geometry in XYZ format:
```
37
Properties=species:S:1:pos:R:3:forces:R:3
Y -0.182 -1.072 -0.998 2.6 1.9 -0.6
Br 1.276 -3.154 -0.404 0.3 -1.0 0.3
O 0.063 0.899 0.428 -0.8 -0.5 1.3
O 0.938 2.610 2.145 -0.5 -0.5 0.3
O -0.945 -0.935 1.155 0.1 1.2 0.5
C -1.542 -2.578 -2.566 -0.6 0.4 -0.3
C 0.614 2.166 4.474 -0.3 -0.1 0.0
C -0.958 -0.069 3.779 0.1 0.3 0.6
C 0.363 1.870 3.114 -0.1 -0.3 0.0
C -2.561 -0.685 -1.709 -0.4 -0.4 -0.8
C -0.706 0.220 5.117 -0.2 0.1 0.1
C -0.466 0.230 1.406 -0.2 -0.7 -1.9
C 2.407 0.739 -1.495 -0.3 -0.4 -0.7
C 2.739 -0.467 -2.183 -0.4 0.4 0.0
C -1.817 -0.301 -2.871 -0.5 -0.7 0.0
C 2.060 -0.466 -3.436 -0.3 0.4 0.4
C 1.509 1.481 -2.324 0.1 -0.6 -0.1
C 1.298 0.738 -3.519 0.5 -0.2 0.5
C -2.412 -2.101 -1.539 -0.3 0.2 -0.5
C -1.181 -1.471 -3.392 -0.8 0.0 0.2
C -0.451 0.742 2.773 1.1 0.6 0.7
C 0.066 1.345 5.467 0.0 -0.1 -0.5
H -0.594 -1.516 -4.313 -0.1 0.1 0.6
H 1.248 3.025 4.735 -0.3 -0.5 -0.2
H 1.107 2.472 -2.102 0.1 -0.4 0.0
H 0.676 2.132 1.300 0.4 0.4 0.0
H 2.128 -1.237 -4.206 0.0 0.2 0.3
H -1.241 -3.615 -2.721 0.0 0.4 0.1
H -1.529 -0.937 3.469 0.1 0.0 0.1
H -1.114 -0.443 5.883 0.2 0.3 -0.2
H 2.809 1.060 -0.539 -0.1 -0.1 -0.1
H 0.264 1.569 6.525 -0.1 -0.1 -0.5
H 0.690 1.055 -4.365 0.1 -0.1 0.2
H -3.213 -0.035 -1.125 0.3 -0.2 -0.1
H -1.813 0.689 -3.334 0.3 -0.4 0.4
H 3.412 -1.247 -1.822 -0.3 0.3 -0.1
H -2.942 -2.713 -0.806 0.5 0.3 -0.1
```
Forces are in eV/Å.

Properties
strongest force on any atom	3.3	eV/A
net charge	-1
highest occupied orbital energy	-0.1410	Ha

***

[3]
Formula: C17H15CuN6O3S3
Source: the Open Molecules 2025 dataset
Level of theory: ωB97M-V/def2-TZVPD

The geometry in XYZ format:
```
45
Properties=species:S:1:pos:R:3:forces:R:3
Cu -0.110 0.988 -1.743 -0.6 -0.1 0.1
S -2.303 0.142 -2.079 0.0 0.0 -0.2
S -0.791 3.200 2.287 0.1 -0.3 -0.4
S 1.188 0.657 2.896 -0.3 0.1 -0.4
O 2.317 -0.239 2.872 0.0 0.0 -0.1
O 1.848 1.318 -1.846 0.7 -0.1 0.0
O 1.273 1.760 3.840 -0.2 0.1 0.0
N 0.805 1.066 1.413 0.4 -0.1 0.3
N -3.538 -2.652 4.446 0.1 -0.1 0.1
N 0.160 0.197 -3.729 0.1 -0.1 0.2
N -0.594 2.187 -0.089 0.2 0.0 0.2
N -0.980 -0.080 -4.443 -0.2 -0.2 -0.7
N -3.263 -0.199 -4.554 0.0 -0.1 -0.1
C -1.000 0.041 4.478 0.0 0.0 0.0
C 4.865 -0.653 -1.899 -0.2 0.0 0.0
C -2.088 -0.043 -3.792 0.0 0.1 0.4
C 3.901 0.237 -1.492 0.2 0.0 0.1
C -2.438 -1.851 4.078 0.0 0.1 0.1
C -0.537 -1.453 2.651 -0.1 -0.1 0.0
C 3.431 -1.416 -3.653 -0.1 0.1 0.0
C -1.786 3.832 1.012 0.1 0.1 0.3
C -1.643 -2.211 2.989 0.0 0.0 0.0
C 2.666 0.400 -2.188 -0.1 0.2 -0.2
C -0.217 -0.332 3.402 0.3 0.3 0.0
C 2.428 -0.511 -3.281 0.3 0.0 0.3
C 4.648 -1.485 -3.007 0.2 -0.1 0.0
C -1.527 3.188 -0.142 0.0 -0.1 0.1
C -0.082 2.012 1.112 -0.4 0.4 0.5
C 1.151 -0.597 -3.940 -0.3 0.1 -0.1
C -2.110 -0.720 4.820 0.0 -0.1 0.0
H -2.018 3.383 -1.085 0.0 -0.1 0.0
H -3.917 -3.176 3.673 -0.1 0.0 0.0
H -2.472 4.646 1.186 0.0 0.0 0.0
H 4.049 0.858 -0.616 0.0 0.0 0.0
H 5.795 -0.726 -1.343 0.0 0.0 0.0
H -1.913 -3.079 2.398 0.0 0.0 0.0
H -4.044 0.240 -4.092 0.0 0.0 0.0
H 5.414 -2.180 -3.335 0.0 0.0 0.0
H 0.076 -1.700 1.794 0.0 0.0 0.0
H -2.737 -0.429 5.657 0.0 0.0 0.0
H 3.227 -2.089 -4.483 0.0 0.0 0.0
H -0.736 0.935 5.027 0.0 0.0 0.0
H 0.997 -1.445 -4.617 0.0 0.1 -0.1
H -3.136 0.114 -5.508 0.0 0.0 0.0
H -4.259 -2.137 4.925 -0.1 0.0 0.0
```
Forces are in eV/Å.

Properties
strongest force on any atom	0.8	eV/A
net charge	-2
highest occupied orbital energy	-0.0148	Ha

***

Energy relative to the best compared isomer or geometry (same formula, charge and spin): 16.72; 6.26; 9.49 (kcal/mol)
HOMO-LUMO gap: 8.117; 6.662; 4.901 (eV)